# C3H9N2O

A cluster of 2 separate species, C3H9N2O in total in a non-equilibrium geometry (ωB97M-V/def2-TZVPD, the Open Molecules 2025 dataset).

E_LUMO (alpha / beta)	-4.0 / -6.4	eV
HOMO-LUMO gap (alpha / beta)	8.75 / 9.87	eV
HOMO level (alpha / beta)	-12.77 / -16.29	eV
expectation value of S²	2.009

ORCA input file:
```
! wB97M-V def2-TZVPD RIJCOSX def2/J DEFGRID3
* xyz 1 3
N 1.423 -0.089 -0.517
H -2.603 -0.854 1.058
H -3.336 0.493 0.095
O -1.022 1.296 -0.396
H 1.924 1.872 -0.026
H 0.186 -1.730 -0.691
C -2.584 -0.300 0.116
H 0.547 -1.119 1.021
C 0.601 -0.971 -0.048
H 1.529 0.008 -1.522
H -2.791 -1.043 -0.662
C 2.176 0.852 0.265
N -1.268 0.163 -0.099
H 1.975 0.720 1.325
H 3.243 0.701 0.081
*
```

---

# C3H4LiO3

A structure of composition C3H4LiO3 in a non-equilibrium geometry (ωB97M-V/def2-TZVPD, the Open Molecules 2025 dataset).

E_LUMO (alpha / beta)	-0.6 / -1.8	eV
HOMO-LUMO gap (alpha / beta)	8.79 / 7.40	eV
HOMO level (alpha / beta)	-9.44 / -9.23	eV
expectation value of S²	0.763

ORCA input file:
```
! wB97M-V def2-TZVPD RIJCOSX def2/J DEFGRID3
* xyz 0 2
C -1.031 -2.053 0.189
O -0.623 0.836 -0.053
O 1.457 1.489 -0.158
H -1.549 -2.213 1.138
H -1.555 -2.360 -0.719
H 0.699 -1.329 -0.808
H 0.703 -1.176 1.048
C 0.144 -1.394 0.133
O -0.203 2.964 -0.300
Li 1.718 3.438 -0.315
C 0.240 1.798 -0.156
*
```

---

# C17H55N5O7

A cluster of 8 separate species, C17H55N5O7 in total in a non-equilibrium geometry (ωB97M-V/def2-TZVPD, the Open Molecules 2025 dataset).

E_LUMO	-1.0	eV
HOMO-LUMO gap	6.92	eV
HOMO level	-7.90	eV

ORCA input file:
```
! wB97M-V def2-TZVPD RIJCOSX def2/J DEFGRID3
* xyz 0 1
H 1.720 -3.661 4.463
H -1.764 2.177 -5.265
H -6.838 -2.377 -3.664
H -0.852 -1.271 -0.955
H -2.785 3.607 -5.158
H 2.019 6.892 4.022
H 0.349 2.481 -3.886
H 2.276 5.926 2.485
C 1.396 2.812 2.229
H -4.777 0.220 -2.942
H -5.934 -0.154 -4.012
H -1.543 4.416 -3.188
O 2.167 -1.784 2.135
O -1.355 2.755 -1.202
N -0.698 6.266 4.064
C -5.577 -0.512 -3.046
C 3.177 -3.944 -0.519
H 5.119 -1.546 3.560
H 1.394 -2.500 3.549
H -6.217 -0.241 -2.206
C -4.973 -1.924 -3.174
H 1.225 3.553 1.447
H 4.544 -0.070 3.886
H 4.856 -4.981 -2.856
H -1.350 1.449 -2.802
H 2.690 0.009 1.296
C -1.775 3.232 -4.993
H -0.242 1.008 -1.044
H -1.636 -2.944 -0.935
C -1.353 3.414 -3.573
C -3.946 -2.371 -2.055
H 2.405 -5.725 0.604
H 1.441 -6.558 -1.461
H -0.030 3.578 4.322
H -0.301 6.419 4.980
H 1.211 4.593 4.918
C -0.940 1.607 -0.460
H -0.521 -2.472 3.034
H 4.567 -3.243 -2.422
C 1.084 -5.637 -0.999
H -4.451 -1.989 -4.129
H 1.611 -0.815 0.303
H -6.537 -2.502 -2.085
N 0.062 3.421 -3.652
H 3.832 -1.012 2.744
H 2.734 -3.168 -1.143
H 1.241 7.420 2.651
H -3.771 -3.437 -2.203
H -0.223 5.286 2.341
C 1.582 6.491 3.108
H 0.146 -5.945 -0.536
C 1.834 -0.663 1.359
C -1.849 2.379 -2.530
H 0.541 2.155 2.387
O -1.289 -1.901 3.009
N 4.718 -0.723 3.135
H -4.390 -2.215 -1.072
H 2.242 2.171 1.985
H -0.788 7.208 3.710
C 0.288 5.570 3.261
H 1.631 -3.488 1.418
C 2.021 -4.904 0.000
H 5.255 -0.457 2.322
H 0.679 -4.895 -1.687
H -2.911 2.137 -2.530
H 0.452 -3.584 0.400
H -1.699 0.919 -0.087
H -2.310 -1.660 -0.042
H 5.919 -4.200 -1.923
C -1.768 -1.862 -0.965
H 0.200 3.444 -2.651
H 3.615 -3.370 0.297
C 4.838 -4.235 -2.061
C 0.758 4.251 3.987
H -1.178 3.850 -5.664
O -2.687 -1.583 -2.066
H -1.151 -1.281 3.725
N -6.171 -2.737 -2.996
H -0.412 2.028 0.395
N 1.115 -4.173 0.884
H 1.121 0.005 1.842
O 1.023 -3.042 4.245
O 4.090 -4.836 -1.033
O 1.804 3.441 3.370
*
```

---

# C3H2N2OS

The molecule C3H2N2OS in a non-equilibrium geometry (ωB97M-V/def2-TZVPD, the Open Molecules 2025 dataset).

E_LUMO	-0.6	eV
HOMO-LUMO gap	9.66	eV
HOMO level	-10.23	eV

ORCA input file:
```
! wB97M-V def2-TZVPD RIJCOSX def2/J DEFGRID3
* xyz 0 1
N 1.116 -0.165 0.524
S -0.550 0.127 0.466
C -2.189 0.182 -1.666
H 1.167 0.099 2.614
O 0.099 -0.209 -2.098
C 1.673 -0.106 1.670
C -0.764 -0.007 -1.289
N -3.310 0.338 -1.923
H 2.758 -0.259 1.703
*
```